C5H16O2 | ωB97M-V/def2-TZVPD

```
23
Properties=species:S:1:pos:R:3:forces:R:3
C 0.94499 0.75489 -0.38492 1.849 0.290 -0.198
C 1.41357 1.23929 1.01586 -0.706 -0.793 -1.153
C 1.12102 0.18012 2.07852 0.341 0.482 0.424
C -0.33707 0.02748 2.46212 -0.789 0.020 -0.456
C 1.93088 -0.32861 -0.93893 -0.457 0.989 1.158
H -0.09064 0.47976 -0.35679 -0.347 -0.414 0.172
H 1.01650 1.61396 -1.06966 -0.115 -0.150 0.093
H 0.90077 2.18741 1.16171 -0.020 0.084 0.669
H 2.49209 1.42874 1.00083 -0.145 0.086 -0.147
H 1.74626 0.45646 2.92148 -0.043 -0.204 0.452
H 1.45220 -0.80166 1.73154 0.330 0.141 0.021
H -0.78607 -0.67034 1.75279 -0.294 0.106 -0.059
H -0.54392 -0.40851 3.43769 0.394 0.023 0.151
H -0.90899 0.96454 2.40568 0.240 -0.105 0.021
H 2.89278 0.07181 -0.61992 0.349 -0.167 -0.452
H 1.85947 -1.29542 -0.43760 -0.327 -0.035 -0.352
H 1.89674 -0.38776 -2.01693 -0.022 -0.351 -0.204
H -2.52789 -1.24101 -1.78459 0.120 -0.968 0.146
H -2.27381 -2.60007 -2.38148 0.083 -0.504 -0.534
O -2.34396 -2.17917 -1.53324 -0.286 1.242 0.235
H -1.72088 0.24365 -1.11009 0.447 -0.158 0.924
H -1.16185 0.74212 -2.44030 -0.376 -0.108 0.332
O -1.98423 0.60843 -1.94004 -0.225 0.496 -1.245
```
Positions in Å, forces in eV/Å.

Max |F| in Eh/bohr: 0.03660
Energy relative to the best compared isomer or geometry (same formula, charge and spin) in kJ/mol: 57.64
Kohn-Sham gap in eV: 11.768
SMILES: CCCCC.O.O
HOMO energy in eV: -11.020

Atom charges from the Löwdin analysis, given in e for atoms 1 to 4: number 1, C, carries -0.2492; number 2, C, carries -0.2228; number 3, C, carries -0.2696; number 4, C, carries -0.1108

C5H8N2O | ωB97M-V/def2-TZVPD

```
16
Properties=species:S:1:pos:R:3:forces:R:3
C 3.88155 0.31120 -0.60464 0.587 1.264 0.691
C 0.42626 -0.14837 0.99306 -0.614 0.980 1.217
C -0.61872 1.03252 -1.01854 0.201 0.147 3.518
C -1.70974 -0.90830 0.19306 2.126 -0.848 -0.699
C -0.81811 0.28495 0.39431 -1.392 1.231 -2.869
N 2.13953 -1.19371 -0.25172 0.111 -1.900 -0.573
N 1.28069 -0.82390 0.37426 1.495 0.318 -1.376
O 3.77657 0.98724 0.30676 0.071 -0.577 -0.792
H 0.44363 -0.34073 2.00774 0.111 -0.113 2.145
H -0.31816 2.07214 -0.82850 0.211 -0.422 -0.447
H 0.08367 0.42892 -1.50804 1.465 -0.335 -0.996
H -1.48091 0.98629 -1.60771 -1.584 0.134 -0.654
H -2.59846 -0.55164 -0.15802 -2.873 0.524 -0.528
H -1.36291 -1.66413 -0.52498 0.318 0.303 0.056
H -1.70657 -1.35232 1.14064 -0.926 -1.111 1.341
H -1.41831 0.87985 1.09233 0.694 0.404 -0.034
```
Positions in Å, forces in eV/Å.

Max |F| in Eh/bohr: 0.06859
Energy relative to the best compared isomer or geometry (same formula, charge and spin) in kJ/mol: 344.75
Kohn-Sham gap in eV: 9.051
HOMO energy in eV: -8.285

Atom charges from the Löwdin analysis, given in e for atoms 1 to 4: number 1, C, carries -0.0606; number 2, C, carries -0.1547; number 3, C, carries -0.0222; number 4, C, carries -0.0857

C5H16N2O | ωB97M-V/def2-TZVPD

```
24
Properties=species:S:1:pos:R:3:forces:R:3
N -0.52148 0.28861 -2.95130 0.337 -1.850 -0.438
C -1.37085 0.10527 -1.79371 -0.288 2.885 0.383
C -0.93559 1.03714 -0.62468 -1.175 -2.556 0.776
N 0.29847 0.58331 0.11318 -1.991 1.201 -0.841
C -1.24739 -0.77199 1.63250 -1.289 0.570 -0.163
C 0.09672 -0.58134 1.01318 1.726 0.242 -0.874
C 1.20972 -0.45355 2.05532 0.359 0.627 0.070
H 0.19856 0.98188 -2.79640 0.098 -0.233 0.136
H -0.09226 -0.61761 -3.16084 0.177 0.766 -0.277
H -2.37841 0.47125 -2.07017 0.147 -0.198 0.187
H -1.54498 -0.87882 -1.38384 0.558 -0.635 -0.319
H -1.87922 0.88761 -0.00266 1.221 1.233 -0.102
H -0.76578 2.06692 -0.91951 -0.284 0.065 -0.206
H 0.53251 1.46180 0.58165 0.447 -0.832 0.543
H -1.56450 0.05078 2.28546 0.409 -0.104 0.173
H -2.04642 -0.79405 0.88531 0.148 -0.293 -0.041
H -1.30868 -1.70620 2.16483 0.128 -0.318 0.343
H 0.32194 -1.43160 0.31973 -0.275 0.180 0.832
H 2.22118 -0.54915 1.61823 -0.555 -0.052 0.227
H 1.15412 0.52689 2.55178 -0.014 0.127 -0.477
H 1.10915 -1.08712 2.91417 -0.042 -1.017 0.126
H 2.11420 -0.12141 -1.07753 0.396 0.519 0.527
H 3.40943 0.22515 -0.24919 -0.253 -0.158 0.180
O 2.98956 0.30624 -1.10548 0.015 -0.169 -0.765
```
Positions in Å, forces in eV/Å.

Max |F| in Eh/bohr: 0.05686
Energy relative to the best compared isomer or geometry (same formula, charge and spin) in kJ/mol: 115.73
Kohn-Sham gap in eV: 9.893
SMILES: CC(C)NCCN.O
HOMO energy in eV: -9.028

Atom charges from the Löwdin analysis, given in e for atoms 1 to 4: number 1, N, carries -0.0047; number 2, C, carries -0.2963; number 3, C, carries -0.2108; number 4, N, carries -0.0585

C22H17F5N3ORuTe4 | ωB97M-V/def2-TZVPD

```
53
Properties=species:S:1:pos:R:3:forces:R:3
Ru 0.03300 -0.78430 0.16030 -4.867 -3.596 5.833
C -0.96930 2.96870 2.05230 -0.304 0.094 0.471
C -0.25790 2.01930 1.33100 0.190 -1.520 -0.281
N -0.48020 0.69760 1.47220 0.697 1.617 -0.531
C -1.38850 0.26100 2.36980 -0.533 -0.104 0.829
C -2.14490 1.16760 3.15740 0.484 0.542 -0.413
C -1.91180 2.55730 2.95880 -0.007 -0.535 -0.071
C -3.06000 0.65090 4.07330 -0.622 -0.638 0.566
C -3.23420 -0.71660 4.21820 -0.112 1.115 0.111
C -2.49420 -1.63330 3.46680 0.580 -0.460 -0.618
C -2.62700 -3.04500 3.57570 -0.711 0.531 0.599
C -1.80480 -3.85460 2.82270 1.040 -0.214 -0.857
C -0.87850 -3.29570 1.95650 -0.419 -1.319 0.427
N -0.76560 -1.96490 1.78960 0.277 0.842 -0.990
C -1.54770 -1.15080 2.52730 -0.472 0.552 0.718
H -0.75270 4.01020 1.87310 -0.072 0.121 0.028
H 0.48860 2.32930 0.59850 -0.291 -0.279 0.197
H -2.49200 3.26970 3.52620 -0.077 0.110 0.104
H -3.63980 1.34050 4.67110 -0.096 0.060 0.076
H -3.95390 -1.10640 4.92540 -0.092 0.034 0.103
H -3.37630 -3.45430 4.23980 -0.018 -0.047 0.072
H -1.86680 -4.93080 2.90080 0.034 -0.103 -0.019
H -0.20940 -3.91640 1.37000 -0.076 0.092 -0.009
Te 2.07910 -0.10360 -0.37980 3.314 0.683 0.575
Te 7.10720 1.03070 -0.56350 1.116 0.350 -0.035
Te 4.53320 0.44830 -0.44850 4.176 0.727 0.017
Te -0.02080 0.05360 -1.96450 0.132 -0.506 -5.224
F -4.20160 0.39890 -5.07640 0.183 0.196 0.122
C -3.29300 0.92430 -4.21550 -0.354 -0.595 0.236
C -3.14190 0.37680 -2.96260 -0.920 0.068 -0.073
F -3.99460 -0.61370 -2.54390 0.667 0.614 -0.469
C -2.10890 0.84460 -2.09530 -1.286 0.135 1.112
F -2.48250 0.81700 -0.70860 -0.301 0.022 -0.794
C -1.43830 2.09110 -2.44400 0.500 0.987 0.522
O -0.47420 2.41470 -1.64310 -0.585 0.383 -0.280
C -1.62480 2.60210 -3.70450 -0.666 0.449 -0.746
F -0.94930 3.71410 -4.08830 -0.036 -0.360 -0.096
C -2.52820 2.01760 -4.60360 0.286 0.502 -0.120
F -2.69850 2.54390 -5.84200 -0.018 -0.083 0.251
C -2.20730 -2.68510 -1.34120 -0.351 -0.157 0.144
C -0.91780 -2.72310 -2.15990 -0.591 -0.598 -0.081
C -0.46580 -4.18310 -2.31170 -0.012 0.117 0.025
C -1.16230 -2.13170 -3.54690 -0.177 -0.569 -0.478
N 0.12060 -1.98200 -1.54300 0.740 1.742 -0.384
H -3.03920 -3.09090 -1.91310 -0.248 -0.159 -0.061
H -2.48930 -1.66510 -1.05760 0.168 -0.159 -0.048
H -2.10410 -3.26760 -0.42110 0.068 0.043 -0.055
H -1.27800 -4.77330 -2.73300 -0.067 -0.238 -0.082
H -0.19130 -4.59740 -1.33820 -0.021 0.056 -0.030
H 0.40470 -4.23570 -2.96860 0.002 -0.010 0.015
H -1.79760 -2.77610 -4.15020 -0.157 -0.195 -0.225
H -0.20540 -1.98380 -4.05950 -0.130 -0.125 0.032
H -1.67370 -1.17210 -3.48460 0.039 -0.213 -0.116
```
Positions in Å, forces in eV/Å.

Max |F| in Eh/bohr: 0.16345
Charge: -2
Multiplicity: 6
Energy relative to the best compared isomer or geometry (same formula, charge and spin) in kJ/mol: 569.80
Kohn-Sham gap (spin up / spin down) in eV: 4.059 / 4.776
<S²>: 8.86
HOMO energy (spin up / spin down) in eV: -0.177 / -1.374

Atom charges from the Löwdin analysis, given in e for atoms 1 to 4: number 1, Ru, carries 0.4247; number 2, C, carries -0.0644; number 3, C, carries -0.1366; number 4, N, carries -0.0801

C5H12N3O | ωB97M-V/def2-TZVPD

```
21
Properties=species:S:1:pos:R:3:forces:R:3
C 0.59075 1.40482 0.97883 1.769 8.297 1.318
C 2.84407 -0.12007 -0.30611 0.061 -0.340 -0.303
C 3.84171 -1.19223 -0.55631 1.601 -0.228 3.604
C -2.53458 1.35669 -0.99897 0.103 0.167 0.184
C -1.62107 -0.59333 0.04973 -2.489 2.722 -3.108
N 1.74860 -0.59999 0.44474 -0.175 1.374 -0.167
N -2.17159 0.57331 0.13211 1.063 -1.675 0.870
N 0.66989 0.13750 0.76168 3.981 -9.079 -1.800
O 2.76031 1.01580 -0.64235 0.740 0.873 -0.643
H -0.38584 1.66278 1.15029 -2.132 1.091 0.260
H 1.41891 2.17590 1.10613 -1.068 -1.901 0.006
H 4.18921 -1.27256 -1.52067 0.596 0.322 -2.356
H 4.80034 -1.03891 0.11782 -1.946 -0.141 -1.216
H 3.43361 -2.17165 -0.28450 0.115 0.142 0.041
H -1.84824 2.19339 -1.03547 0.692 0.087 -0.199
H -2.39968 0.71908 -1.87465 -0.866 0.668 -0.609
H -3.45008 1.95007 -0.77197 0.023 -1.222 -0.663
H -1.41061 -1.21187 -0.85877 -0.284 0.648 0.395
H 0.06221 -0.62059 0.94999 -1.776 0.774 1.413
H -1.40850 -0.96568 0.96946 0.147 -1.915 2.662
H 1.62775 -1.58944 0.52081 -0.156 -0.664 0.310
```
Positions in Å, forces in eV/Å.

Max |F| in Eh/bohr: 0.19594
Charge: +1
Multiplicity: 3
Energy relative to the best compared isomer or geometry (same formula, charge and spin) in kJ/mol: 287.03
Kohn-Sham gap (spin up / spin down) in eV: 8.039 / 5.354
<S²>: 2.01
HOMO energy (spin up / spin down) in eV: -11.585 / -13.515

Atom charges from the Löwdin analysis, given in e for atoms 1 to 4: number 1, C, carries 0.0573; number 2, C, carries -0.4309; number 3, C, carries 0.0382; number 4, C, carries -0.1110

C13H24Cl2MoNO4P2 | ωB97M-V/def2-TZVPD

```
47
Properties=species:S:1:pos:R:3:forces:R:3
Mo 0.05038 -0.17363 0.55221 0.171 1.342 3.312
P 2.09418 -1.19433 0.81731 5.327 -3.140 -0.313
C 2.39888 -1.65893 -0.99099 -1.300 -0.656 0.488
C 1.09968 -1.96173 -1.72659 1.607 -0.874 -0.394
N -0.03072 -1.40213 -1.21829 -0.038 0.589 0.983
C -1.20892 -1.62153 -1.85889 -1.680 -0.088 -0.830
C -1.29702 -2.39973 -3.01649 0.552 0.550 0.807
C -0.12762 -2.96243 -3.53519 0.039 0.223 0.336
C 1.08988 -2.74183 -2.88589 -0.483 0.595 0.790
C -2.44982 -1.01273 -1.21939 0.843 -0.031 0.011
P -2.02672 0.48927 -0.14839 -5.862 0.910 -2.623
H 2.00558 -3.16183 -3.27539 0.089 0.024 0.064
H -2.24742 -2.56653 -3.50129 -0.096 0.060 0.056
H -0.16412 -3.56423 -4.43149 -0.009 -0.074 -0.094
H -3.18072 -0.73173 -1.97769 -0.021 0.047 0.037
H -2.90862 -1.77253 -0.58669 -0.138 -0.019 0.174
H 2.86228 -0.83353 -1.47209 0.614 0.957 -0.445
H 3.08868 -2.50063 -1.04619 0.010 -0.026 0.061
H 1.81548 3.64297 -1.84469 2.453 0.103 -2.073
O 2.65548 3.51497 -2.44279 -2.765 0.252 0.656
H 2.40968 3.85007 -3.34929 0.233 -0.348 1.474
H -1.49992 4.69247 0.20751 0.674 2.165 -0.762
O -1.11482 5.49607 -0.27219 -1.397 -0.764 1.489
H -1.56322 6.29597 0.13491 0.720 -1.430 -0.651
C -2.24802 1.88077 -1.39789 0.796 -0.244 0.413
H -3.23092 1.82557 -1.86569 -0.093 -0.289 0.215
H -2.15242 2.84767 -0.90379 0.052 -0.034 0.016
H -1.48832 1.80727 -2.17689 0.029 0.047 -0.006
C -3.58832 0.65427 0.89001 0.925 -0.164 0.265
H -3.54632 1.56747 1.48441 0.083 0.017 -0.048
H -4.47082 0.69367 0.25151 0.205 -0.001 -0.306
H -3.68402 -0.19753 1.56351 0.076 -0.014 0.016
C 2.16228 -2.87723 1.65531 -0.664 0.560 -0.053
H 3.08448 -3.39693 1.39591 0.119 0.279 -0.202
H 2.12158 -2.75723 2.73811 -0.056 0.113 -0.009
H 1.31588 -3.48613 1.33721 -0.037 -0.020 0.024
C 3.74918 -0.42413 1.27321 -0.905 0.394 0.003
H 3.77598 -0.19313 2.33801 -0.102 -0.022 0.011
H 4.56538 -1.10813 1.04061 -0.240 -0.282 -0.113
H 3.89878 0.49697 0.70871 -0.054 0.028 0.012
Cl 0.54348 0.43907 5.86991 -0.396 -0.095 -0.493
C -0.35892 1.31907 4.61211 0.215 0.980 0.887
Cl 0.41028 2.91037 4.36081 -0.433 -0.554 -0.261
C -0.39002 0.50717 3.35301 -1.522 -3.659 0.223
O -0.94142 -0.68473 3.36231 2.337 4.063 -1.946
O 0.12078 0.96987 2.23461 -0.459 -1.284 -1.010
H -1.39892 1.48397 4.96311 0.584 -0.186 -0.194
```
Positions in Å, forces in eV/Å.

Max |F| in Eh/bohr: 0.12615
Charge: +3
Multiplicity: 3
Energy relative to the best compared isomer or geometry (same formula, charge and spin) in kJ/mol: 342.22
Kohn-Sham gap (spin up / spin down) in eV: 3.573 / 3.523
<S²>: 2.15
HOMO energy (spin up / spin down) in eV: -18.183 / -18.193

Atom charges from the Löwdin analysis, given in e for atoms 1 to 4: number 1, Mo, carries 1.5427; number 2, P, carries 0.8018; number 3, C, carries -0.2254; number 4, C, carries -0.2712